1.
A molecular structure, C4H8 at a distorted geometry. Source: OMol25; level of theory: ωB97M-V with the def2-TZVPD basis set.

Calculated values
orbital gap: 7.77 eV
LUMO level: -0.1849 eV
energy relative to the best compared isomer or geometry (same formula, charge and spin): 133.8 kcal/mol
total charge: 0

Structure (XYZ):
```
12
C4H8, DFT ωB97M-V with the def2-TZVPD basis set
C 0.79410 -1.47031 -0.36493
C 1.14478 -0.22172 -0.13496
C 1.97898 0.62087 -0.69712
C 0.37789 0.01026 0.99159
H -5.02348 1.45962 -0.66598
H 1.22850 -2.17186 0.22675
H 1.07295 0.13042 1.85743
H 2.65606 0.14663 -1.46734
H -5.51733 2.10247 -0.46432
H 2.09131 1.57011 -0.19598
H -0.51938 -0.45574 1.35174
H -0.28438 -1.72073 -0.43687
```

***

2.
C18H21N5O4S2 in the gas phase at a distorted geometry. Source: OMol25; level of theory: ωB97M-V with the def2-TZVPD basis set.

Calculated values
orbital gap: 8.17 eV
structure (SMILES): COc1ccc(N(CC(=O)Nc2nccs2)S(=O)(=O)c2c(C)nn(C)c2C)cc1
LUMO level: 0.3918 eV
energy relative to the best compared isomer or geometry (same formula, charge and spin): 37.3 kcal/mol
total charge: 0

Structure (XYZ):
```
50
C18H21N5O4S2, DFT ωB97M-V with the def2-TZVPD basis set
S 3.90105 3.02142 -3.94799
S -0.99569 1.60421 1.12453
O 2.22599 -0.00686 -0.48895
O -2.57898 -4.12844 -1.73271
O -0.18672 2.79081 1.21196
O -2.41600 1.78749 1.05235
N 0.57906 -0.46593 4.00546
N -0.44281 0.80078 -0.26266
N 2.71008 1.46518 -2.08970
N -0.69618 -0.75589 4.27955
N 1.44791 3.15881 -3.17446
C -1.43751 -0.14334 3.37692
C 0.69504 0.34189 2.93641
C -2.00853 -2.91918 -1.44873
C -2.92101 -0.21358 3.40506
C -0.48144 -1.09047 -1.79593
C -0.99353 -2.31955 -2.17989
C -2.11579 -4.83524 -2.85552
C 0.45833 1.52201 -1.11787
C 2.86059 4.20474 -4.65055
C 1.97974 0.87354 2.43512
C -0.59871 0.56023 2.48183
C 1.83591 0.90718 -1.17713
C 2.52938 2.49818 -2.96476
C -2.50858 -2.24738 -0.33396
C -1.99989 -1.02502 0.04485
C 1.61934 4.11909 -4.11581
C -0.96469 -0.42527 -0.67265
C 1.62512 -1.00217 4.82724
H -3.34074 0.58803 2.80363
H 0.05284 1.63649 -2.12909
H -3.26675 -0.12743 4.43256
H -2.70121 -5.75292 -2.88897
H -3.26194 -1.17347 3.01841
H -0.58206 -2.79349 -3.05727
H 1.15791 -1.66711 5.55005
H 0.55627 2.52514 -0.68970
H 2.37746 0.22686 1.65301
H -1.05405 -5.08783 -2.76369
H 2.70999 0.95045 3.23734
H 1.80308 1.85675 2.00490
H 2.14978 -0.20530 5.35821
H 3.63529 1.04917 -2.08188
H -2.27557 -4.27194 -3.78111
H -2.43033 -0.50910 0.88107
H -3.31031 -2.70497 0.22341
H 3.22908 4.87476 -5.39907
H 0.77989 4.73745 -4.37334
H 0.31081 -0.66725 -2.39205
H 2.33912 -1.56156 4.22154
```

***

3.
C3H4F2 in the gas phase at a distorted geometry. Source: OMol25; level of theory: ωB97M-V with the def2-TZVPD basis set.

Calculated values
orbital gap: 10.85 eV
structure (SMILES): F/C=C\CF
LUMO level: 1.0766 eV
energy relative to the best compared isomer or geometry (same formula, charge and spin): 18.8 kcal/mol
total charge: 0

Structure (XYZ):
```
9
C3H4F2, DFT ωB97M-V with the def2-TZVPD basis set
F 1.05601 -0.61433 1.79620
F -0.58912 1.48904 -1.17536
C 0.08217 0.01620 1.12521
C 0.18764 -0.52309 -0.24093
C -0.30910 0.16475 -1.26991
H -0.38548 -0.02031 -2.32355
H -0.89861 -0.21959 1.53520
H 0.69567 -1.43741 -0.56307
H 0.16084 1.14475 1.11621
```

***

4.
A molecular structure, C46H50N3O3P4S3V. Source: OMol25; level of theory: ωB97M-V with the def2-TZVPD basis set.

Calculated values
orbital gap (alpha / beta): 6.55 / 7.30 eV
LUMO level (alpha / beta): -0.1802 / -0.1645 eV
energy relative to the best compared isomer or geometry (same formula, charge and spin): 61.9 kcal/mol
multiplicity: 3
total charge: 0

Structure (XYZ):
```
110
C46H50N3O3P4S3V, DFT ωB97M-V with the def2-TZVPD basis set
V -0.03777 -0.56191 0.76590
S 2.26421 -0.03998 -0.08928
S 0.40173 -0.01782 2.71060
S -2.21457 -1.49401 0.74627
P -3.17687 1.84694 0.39291
P 0.41382 2.67241 0.05264
P 0.92146 -2.74954 0.04054
P -2.71043 -1.09330 2.81995
O 3.33709 -0.67451 0.69466
O -4.26425 -1.63329 2.85923
O -1.91831 -2.30095 3.57610
N -5.83585 1.46507 -0.43592
N -4.19299 1.80353 -2.22428
N -4.91723 3.69770 -0.84247
C 2.13415 2.71575 -0.59937
C 2.22581 -2.58555 -3.88283
C -0.40997 3.29840 2.60292
C -5.70709 -3.55095 2.77492
C -5.37117 1.07179 -1.76251
C -4.47485 3.23606 -2.15542
C -0.53253 4.10796 -2.10506
C -1.39443 6.34883 -2.08754
C -0.27820 4.17428 -0.73356
C -0.77675 -6.47371 -0.19647
C -4.86716 1.08691 0.59735
C 4.23629 -4.51454 2.66377
C -1.20465 -3.95587 -1.27496
C -1.14836 6.42408 -0.72548
C -3.01917 1.45178 -1.42085
C -1.84980 -6.25815 -1.04563
C 2.75412 3.89559 -1.01549
C -0.12090 -4.16491 -0.42150
C 0.97302 4.02223 4.42846
C -1.07970 5.18629 -2.78035
C 2.24281 -3.47282 1.04241
C -1.92690 -3.66172 3.15217
C 2.70429 -1.28964 -3.97572
C 3.15413 -3.86003 3.23204
C 2.21558 -0.94564 -1.65472
C 0.70540 3.23575 1.76590
C 4.84547 2.74627 -1.33158
C 2.90017 1.55502 -0.60417
C -5.01324 -2.46665 1.97767
C 4.32521 -4.64857 1.28375
C -2.05883 -4.99710 -1.59128
C -1.98056 -4.55378 4.37173
C 4.25444 1.56364 -0.92687
C 2.08757 3.94362 3.60992
C -3.83813 3.58014 0.14415
C 1.95583 3.55476 2.28276
C -0.27885 3.70006 3.92030
C 1.70056 -2.24807 -1.55055
C 1.71570 -3.05727 -2.67989
C 0.08754 -5.43120 0.11548
C 4.08641 3.90946 -1.39138
C -6.07636 2.90477 -0.44302
C 2.69936 -0.46230 -2.85939
C 2.15972 -3.32817 2.42352
C 3.32759 -4.13275 0.47316
C -0.59099 5.34510 -0.04998
H -6.37222 -3.11289 3.51915
H 4.82564 0.64826 -0.84080
H -1.38845 -2.97115 -1.68784
H 3.06871 4.17905 4.00192
H -0.40741 5.41757 1.01397
H 2.23662 -3.23204 -4.75053
H -2.52838 -7.06854 -1.27876
H 5.02030 -4.91200 3.29555
H 1.30946 -4.05930 -2.62169
H -6.30048 -4.18573 2.11392
H -5.26578 3.45885 -2.87678
H 3.08953 -3.74137 4.30559
H -2.88571 -4.35792 4.94767
H -2.83675 0.37815 -1.51488
H 1.07931 4.31920 5.46387
H 3.08362 -0.91467 -4.91708
H -4.21227 3.93243 1.11103
H -5.14113 0.00406 -1.75428
H 1.34261 -2.76555 2.86199
H 5.89459 2.76341 -1.59553
H -4.75258 0.00250 0.59625
H 4.54328 4.83782 -1.70916
H -1.27108 5.11646 -3.84359
H -1.01618 -3.84404 2.57186
H -0.60570 -7.45357 0.23002
H -6.18212 1.25287 -2.47321
H 2.18482 4.81644 -1.01762
H -2.14364 1.97333 -1.81852
H -1.39019 7.32691 -0.17952
H 5.17711 -5.14645 0.83897
H -5.25948 1.37079 1.57781
H -2.77038 -3.85453 2.48629
H -1.15244 3.73597 4.55821
H -1.83174 7.19031 -2.60884
H -3.02533 4.25136 -0.14360
H -1.12126 -4.37024 5.01736
H -3.57572 3.78838 -2.43824
H -4.36175 -2.89078 1.21133
H -1.97383 -5.60440 4.07454
H 3.40126 -4.23656 -0.60310
H 3.06768 0.55056 -2.93865
H -2.89767 -4.82090 -2.25188
H -4.98029 -4.17704 3.29448
H -5.75259 -1.83810 1.47321
H -1.38000 2.99610 2.22612
H -0.29820 3.19999 -2.65219
H 0.92084 -5.60905 0.78263
H 2.84332 3.49158 1.66676
H -6.88440 3.10777 -1.15108
H -6.39714 3.21795 0.55276
```

***

5.
13 unconnected molecules or ions with the total composition H26O13. Source: OMol25; level of theory: ωB97M-V with the def2-TZVPD basis set.

Calculated values
orbital gap: 10.36 eV
LUMO level: 0.0557 eV
energy relative to the best compared isomer or geometry (same formula, charge and spin): 26.5 kcal/mol
total charge: 0

Structure (XYZ):
```
39
H26O13, DFT ωB97M-V with the def2-TZVPD basis set
O -2.95190 1.04770 -0.09717
O -2.00367 -0.35642 2.29887
O -0.54404 -2.78360 0.14814
O 2.05047 -2.18151 -1.03275
O 0.41670 0.62881 0.00553
O 2.56970 -1.27108 1.48169
O -0.82169 -1.36094 -2.16327
O 0.65624 0.75074 -3.24898
O 0.43643 -2.81588 2.78158
O -0.34472 3.82634 0.47392
O -1.57733 2.17332 -2.25550
O 2.42304 2.43145 -1.27118
O 0.84737 0.20327 3.24093
H 1.39860 -0.27457 2.59315
H 1.96861 3.27765 -1.34682
H 1.45263 -2.80689 -0.58413
H -1.15418 -3.52865 0.14548
H 0.98745 -0.12017 0.21235
H -0.58685 -2.42086 -0.76379
H -1.44951 -1.72331 -2.79751
H 0.70294 -2.01430 3.24242
H 0.89348 1.12427 2.96171
H -2.85614 0.76154 0.82334
H -1.88016 -0.89831 3.08661
H 0.34551 -2.53907 1.85605
H -0.46638 0.23986 -0.08923
H 1.81724 1.88503 -0.75244
H 0.30152 1.19909 -2.46522
H 0.20725 1.17403 -3.98713
H -1.42827 0.40145 2.45186
H -3.86635 0.84175 -0.32163
H 3.46133 -1.57046 1.68392
H -0.37798 -0.62041 -2.63559
H -1.98794 1.84210 -1.42248
H 2.51382 -1.30030 0.50712
H -2.28010 2.14928 -2.91228
H -0.78209 2.97656 0.59620
H 2.55388 -2.71777 -1.65433
H -0.64495 4.37025 1.21054
```

***

6.
2 unconnected molecules or ions with the total composition C3H9NOS2 at a distorted geometry. Source: OMol25; level of theory: ωB97M-V with the def2-TZVPD basis set.

Calculated values
orbital gap: 9.31 eV
structure (SMILES): CSSC.NC=O
LUMO level: 0.7730 eV
energy relative to the best compared isomer or geometry (same formula, charge and spin): 8.8 kcal/mol
total charge: 0

Structure (XYZ):
```
16
C3H9NOS2, DFT ωB97M-V with the def2-TZVPD basis set
S -1.74379 -0.68566 1.54196
S 0.12076 -1.47721 1.48364
O 0.67498 1.00978 -1.36577
N 1.84700 2.77284 -0.60530
C -0.02604 -2.93162 0.36434
C 1.44243 1.48152 -0.53469
C -1.86661 0.35296 0.02940
H -2.91291 0.32463 -0.19888
H 1.52906 3.31543 -1.41020
H 1.91527 3.25747 0.28855
H -1.20066 -0.03738 -0.76306
H 1.03902 -3.10397 0.07553
H -0.63756 -2.72636 -0.53902
H -0.40797 -3.84971 0.91276
H -1.56576 1.35504 0.36410
H 1.79279 0.94224 0.35663
```

***

7.
C24H30N2O6 in the gas phase at a distorted geometry. Source: OMol25; level of theory: ωB97M-V with the def2-TZVPD basis set.

Calculated values
orbital gap: 8.02 eV
structure (SMILES): CCN(CC)CCCN1C(=O)C(O)=C(C(=O)c2ccco2)[C@H]1c1cc(OC)ccc1OC
LUMO level: -0.0359 eV
energy relative to the best compared isomer or geometry (same formula, charge and spin): 78.3 kcal/mol
total charge: 0

Structure (XYZ):
```
62
C24H30N2O6, DFT ωB97M-V with the def2-TZVPD basis set
O 0.22686 -0.95485 4.04658
O -2.65010 1.57861 -0.28522
O 2.78896 -0.42062 0.90446
O -0.47116 -4.74161 -0.22527
O -3.40485 0.53428 2.20900
O -3.07630 -1.94635 3.25523
N -0.55940 0.68409 0.15639
N 0.74382 3.08719 -3.02766
C -1.84888 0.96271 0.39862
C 2.51903 -2.74677 0.21365
C -3.95404 -2.60420 4.01281
C -3.48941 -2.74981 5.28912
C 1.06947 2.60303 -4.35985
C -2.17646 0.35990 1.72228
C 0.63711 -1.36764 0.77503
C 1.16779 2.18838 -0.73985
C -2.01486 -1.64669 4.03748
C 1.66583 -3.79568 -0.06130
C 4.18688 -0.57601 0.93687
C 2.01910 -1.51677 0.63169
C 1.75799 2.74998 -2.03971
C -2.22302 -2.13609 5.30710
C 0.37148 4.49134 -3.02445
C -0.34514 4.91506 -1.74730
C -0.21531 -2.42224 0.48529
C -1.07680 -0.24115 2.22036
C 0.28692 -3.64792 0.06867
C -0.85622 -0.94121 3.48733
C -1.86616 -4.64592 -0.06771
C 0.86140 1.09738 -4.49028
C 0.15858 1.07756 -1.02680
C 0.05762 -0.05280 1.24281
H 3.58008 -2.89966 0.09957
H 1.53790 0.54130 -3.84696
H -4.86534 -2.92454 3.54600
H 0.34461 4.99803 -0.91198
H -0.31301 4.64588 -3.86245
H -2.25915 -5.62765 -0.32738
H 2.10447 2.86089 -4.64812
H 1.25060 5.14459 -3.18460
H -1.54666 -2.04633 6.13172
H -0.57643 1.44907 -1.74375
H 4.48785 -1.34789 1.65093
H -1.12159 4.19590 -1.50178
H 0.86453 0.53322 1.69776
H -3.98673 -3.23397 6.10421
H 0.65971 2.97287 -0.18149
H 2.05484 -4.74931 -0.38014
H -3.88655 1.06907 1.54907
H -1.27550 -2.26370 0.60389
H 2.42100 1.99090 -2.46178
H 1.98159 1.80090 -0.12468
H -2.13882 -4.40795 0.96566
H -0.80618 5.88845 -1.89918
H 0.66314 0.20049 -1.44298
H 1.03965 0.79266 -5.51877
H 4.58914 -0.81526 -0.05326
H 2.37906 3.62676 -1.79791
H 4.58157 0.38622 1.26027
H -2.29662 -3.89537 -0.73867
H -0.15900 0.84188 -4.22004
H 0.40111 3.09741 -5.06849
```

***

8.
C3H2N4O in the gas phase at a distorted geometry. Source: OMol25; level of theory: ωB97M-V with the def2-TZVPD basis set.

Calculated values
orbital gap: 9.72 eV
structure (SMILES): c1[nH]nc2nnoc12
LUMO level: 0.0752 eV
energy relative to the best compared isomer or geometry (same formula, charge and spin): 41.0 kcal/mol
total charge: 0

Structure (XYZ):
```
10
C3H2N4O, DFT ωB97M-V with the def2-TZVPD basis set
O -1.30081 1.11964 0.03408
N 1.97428 -0.05601 -0.03587
N -2.05228 -0.13280 -0.00965
N -1.29448 -1.09801 -0.03827
N 1.25013 -1.18216 0.02949
C -0.08076 0.64452 0.08319
C 1.20020 1.11469 -0.06376
C -0.01664 -0.70668 -0.02192
H 3.03284 -0.08139 0.28653
H 1.61327 2.09191 -0.16408
```

***

9.
A molecular structure, C8H8I2N2 at a distorted geometry. Source: OMol25; level of theory: ωB97M-V with the def2-TZVPD basis set.

Calculated values
orbital gap: 8.28 eV
LUMO level: 0.0333 eV
energy relative to the best compared isomer or geometry (same formula, charge and spin): 0.0 kcal/mol
total charge: 0

Structure (XYZ):
```
20
C8H8I2N2, DFT ωB97M-V with the def2-TZVPD basis set
I 4.13234 -1.53223 0.14167
I 2.74283 2.48344 -0.04035
N -1.56594 0.81485 2.61082
N -1.47382 1.13305 1.31836
C 0.03559 0.72377 -0.66072
C 1.99217 0.52704 -0.54967
C 0.32794 -0.02820 1.75677
C -0.49416 0.10849 2.89441
C 1.57652 -0.70961 1.55751
C 2.30510 -0.47654 0.46099
C -0.34380 0.66332 0.75433
C -0.47150 -0.43386 -1.48382
H 1.88398 -1.43024 2.29990
H -0.33207 -0.26985 3.88411
H -1.56207 -0.44845 -1.47477
H -0.13698 -0.34913 -2.51500
H -0.11841 -1.37581 -1.06890
H -0.09528 1.69350 -1.13319
H -2.19400 1.69322 0.88864
H 2.30544 0.30761 -1.56125
```

***

10.
C6H10O in the gas phase at a distorted geometry. Source: OMol25; level of theory: ωB97M-V with the def2-TZVPD basis set.

Calculated values
orbital gap: 8.93 eV
structure (SMILES): CC(C)=CCC=O
LUMO level: 0.9063 eV
energy relative to the best compared isomer or geometry (same formula, charge and spin): 66.0 kcal/mol
total charge: 0

Structure (XYZ):
```
17
C6H10O, DFT ωB97M-V with the def2-TZVPD basis set
O 2.68645 0.93872 -0.56987
C -2.35195 0.10001 -0.00993
C 1.27774 -1.00565 -0.33530
C -0.31262 1.08089 1.05631
C 2.57557 -0.25153 -0.39663
C -0.01231 -0.41470 -0.82082
C -0.85565 0.13364 0.06774
H -2.89442 1.03562 0.18733
H 0.75512 1.20660 1.22257
H -0.88463 1.19856 1.99887
H 1.42305 -1.97105 -0.83780
H 3.47103 -0.89006 -0.21534
H -2.65745 -0.31511 -0.96941
H -0.41789 1.57019 -0.03629
H -0.31072 -0.55267 -1.85230
H 1.14525 -1.25309 0.73372
H -2.63661 -0.61037 0.77715
```